Record 1
Below is C4H8O2 in the gas phase, with properties calculated with ωB97M-V/def2-TZVPD.

```
14
Properties=species:S:1:pos:R:3:forces:R:3:nbo_charge:R:1
O -0.993 -1.413 0.213 -0.2 0.0 -0.2 -0.7293
O 1.721 -1.324 -0.463 -0.1 -0.2 0.1 -0.7214
C 0.445 0.579 0.394 0.2 0.0 0.1 -0.2685
C -0.763 -0.179 0.844 0.0 0.2 0.2 0.0767
C 1.275 -0.017 -0.735 -0.1 0.4 -0.1 -0.0592
C -0.939 1.097 0.081 -0.1 0.1 -0.1 -0.4461
H 1.004 1.086 1.176 -0.1 -0.1 -0.1 0.2194
H -1.258 1.010 -0.956 0.1 0.0 0.2 0.2155
H 2.174 0.589 -0.888 -0.1 0.0 0.0 0.1864
H 0.699 0.022 -1.673 0.1 -0.1 0.2 0.1544
H -1.325 1.968 0.602 0.1 -0.2 -0.1 0.2229
H -1.872 -1.404 -0.181 0.1 -0.1 0.1 0.4817
H 0.917 -1.841 -0.303 0.2 0.0 0.0 0.4852
H -1.003 -0.175 1.907 0.1 0.0 -0.2 0.1822
```
Positions in Å, forces in eV/Å.

Values from the calculation:
- Frontier orbital gap: 10.83 eV
- Electronic energy: -8371.394 eV
- SMILES: OC[C@H]1C[C@H]1O
- ΔE to the lowest compared entry with this formula, charge and spin: 43.5 kcal/mol
- Charge: 0



Record 2
Below is 6 unconnected molecules or ions with the total composition C16H20N6O2 at a distorted geometry, with properties calculated with ωB97M-V/def2-TZVPD.

```
44
Properties=species:S:1:pos:R:3:forces:R:3:nbo_charge:R:1
O -20.563 -13.584 3.488 0.6 0.6 0.0 -0.3481
O -21.537 -15.458 2.991 0.7 1.4 1.4 -0.4007
N -19.381 -21.254 1.875 -0.7 -0.4 0.1 -0.3163
N -27.658 -20.544 9.284 -0.5 -0.1 2.3 -0.3249
N -25.495 -20.170 -0.319 1.8 1.6 -1.0 -0.3356
N -21.238 -14.529 3.778 -1.8 -1.8 -0.9 0.5203
N -28.183 -18.036 4.306 -0.1 2.9 2.0 -0.3100
N -16.756 -17.274 9.581 -0.2 0.0 -0.3 -0.3347
C -23.716 -18.389 -1.282 -2.4 -1.1 1.0 -0.7026
C -24.706 -19.415 -0.738 -0.6 -1.0 0.4 0.2771
C -22.958 -14.773 7.616 0.6 -1.2 1.3 -0.1700
C -22.939 -15.931 6.842 0.4 0.6 -0.3 -0.2168
C -21.924 -13.440 5.924 -0.2 -0.6 -1.2 -0.1827
C -28.177 -17.072 4.983 0.3 -3.1 -1.8 0.2746
C -28.307 -20.675 11.868 0.6 0.4 -0.5 -0.7158
C -17.322 -19.667 1.460 -0.6 1.1 -0.6 -0.7322
C -18.498 -20.554 1.705 2.4 0.7 0.0 0.2834
C -22.374 -13.593 7.225 -1.5 0.8 -0.8 -0.2220
C -17.540 -16.838 7.047 -0.6 0.1 1.9 -0.7071
C -27.932 -20.603 10.417 0.3 -0.2 -0.9 0.2813
C -21.860 -14.577 5.124 -0.2 -1.5 1.2 0.0229
C -28.055 -15.885 5.814 0.1 0.6 -0.3 -0.7237
C -17.094 -17.134 8.491 0.2 -0.1 -2.2 0.2841
C -22.333 -15.843 5.615 1.2 1.2 -1.3 -0.1718
H -16.665 -19.325 2.260 -0.6 -0.7 0.7 0.2556
H -18.521 -16.419 7.269 -0.1 0.6 -0.5 0.2502
H -23.766 -18.480 -2.367 0.7 0.0 0.1 0.2523
H -24.228 -17.466 -1.009 0.5 0.3 -0.1 0.2506
H -16.902 -16.116 6.536 0.0 -0.1 0.4 0.2530
H -29.006 -15.354 5.855 0.0 -0.2 0.3 0.2526
H -17.789 -17.653 6.367 0.6 -0.5 0.6 0.2544
H -23.246 -14.878 8.652 -0.5 0.2 0.1 0.2186
H -27.373 -15.192 5.322 0.1 0.0 -0.1 0.2514
H -22.774 -18.494 -0.743 0.0 0.0 -0.6 0.2581
H -28.300 -21.677 12.298 -0.4 -0.1 -0.6 0.2561
H -21.805 -12.481 5.441 0.6 0.2 0.3 0.2433
H -23.316 -16.890 7.164 -0.1 0.1 0.3 0.2353
H -29.260 -20.164 12.007 0.0 -0.3 0.0 0.2530
H -16.622 -19.910 0.661 -0.5 -0.9 -0.1 0.2574
H -27.637 -16.080 6.802 -0.3 -0.2 -0.1 0.2550
H -22.627 -12.704 7.784 0.6 0.1 0.4 0.2254
H -22.096 -16.727 5.041 -0.4 0.0 -0.3 0.2464
H -27.566 -20.160 12.480 0.1 0.3 -0.3 0.2504
H -17.759 -18.733 1.106 -0.1 0.2 -0.1 0.2522
```
Positions in Å, forces in eV/Å.

Values from the calculation:
- Frontier orbital gap: 9.57 eV
- Electronic energy: -29945.712 eV
- SMILES: O=[N+]([O-])c1ccccc1.CC#N.CC#N.CC#N.CC#N.CC#N
- ΔE to the lowest compared entry with this formula, charge and spin: 141.2 kcal/mol
- Charge: 0



Record 3
Below is C21H30ClN3O3S in the gas phase, with properties calculated with ωB97M-V/def2-TZVPD.

```
59
Properties=species:S:1:pos:R:3:forces:R:3:nbo_charge:R:1
Cl 2.027 -1.858 -1.495 0.0 0.0 0.0 0.0454
S 5.436 -1.425 0.933 0.0 -0.1 0.1 0.4579
O -0.757 -0.089 -1.917 0.0 0.0 0.0 -0.6456
O 1.920 -1.421 1.974 0.0 0.0 0.0 -0.6034
O -3.672 0.037 1.661 0.0 0.0 0.0 -0.6544
N 2.759 0.636 1.572 -0.1 0.0 -0.1 -0.4350
N -4.010 0.015 -0.611 0.0 0.0 0.0 -0.4292
N -1.242 0.528 0.213 0.0 -0.1 -0.1 -0.6357
C 0.244 2.423 -0.186 0.0 0.0 0.0 -0.4062
C 2.803 2.153 -0.455 0.0 0.0 0.0 -0.4241
C -5.937 1.343 -0.773 0.0 0.0 0.0 -0.4063
C -5.056 0.372 -1.563 0.0 0.0 0.0 -0.1971
C 3.563 -1.865 -0.713 0.0 0.0 0.0 -0.0448
C 5.841 -2.220 -0.542 0.0 0.0 0.0 -0.1718
C -2.775 -2.145 -0.322 0.0 0.0 0.0 -0.4081
C 3.770 -1.326 0.515 0.0 0.2 -0.2 -0.3448
C -2.868 -0.793 -1.040 0.0 0.0 0.0 -0.1237
C 3.538 1.551 0.743 0.0 0.0 0.0 -0.2054
C 4.741 -2.383 -1.322 0.0 0.0 0.0 -0.2810
C -5.732 0.906 0.676 0.0 0.0 0.0 -0.4972
C 0.295 1.047 1.998 0.0 0.0 0.0 -0.4189
C -1.522 -0.064 -0.964 0.0 0.0 0.1 0.6876
C 1.750 1.201 2.468 0.0 0.0 0.0 -0.2112
C -4.351 0.279 0.674 -0.1 0.0 0.0 0.6975
C 1.625 3.075 -0.100 0.0 0.0 0.0 -0.4037
C 7.243 -2.656 -0.824 0.0 0.0 0.0 -0.6372
C 2.729 -0.711 1.401 0.2 -0.1 0.3 0.6637
C -4.039 -2.977 -0.484 0.0 0.0 0.0 -0.6065
C 0.091 1.060 0.488 0.0 0.0 0.0 -0.0495
H 2.472 1.350 -1.122 0.0 0.0 0.0 0.2186
H -4.265 -3.158 -1.537 0.0 0.0 0.0 0.1999
H 7.294 -3.107 -1.814 0.0 0.0 0.0 0.2278
H 4.422 1.027 0.390 0.0 0.0 0.0 0.2206
H -3.929 -3.945 0.005 0.0 0.0 0.0 0.2205
H -5.608 -0.523 -1.873 0.0 0.0 0.0 0.1857
H -4.901 -2.481 -0.033 0.0 0.0 0.0 0.1987
H -6.976 1.312 -1.095 0.0 0.0 0.0 0.2192
H -6.442 0.131 0.979 0.0 0.0 0.0 0.2290
H 7.584 -3.395 -0.097 0.0 0.0 0.0 0.2275
H -2.564 -1.982 0.734 0.0 0.0 0.0 0.2301
H 2.012 2.248 2.604 0.0 0.0 0.0 0.1971
H 7.937 -1.816 -0.797 0.0 0.0 0.0 0.2248
H -1.894 0.373 0.975 0.0 0.1 0.0 0.4350
H 0.796 0.364 0.029 0.0 0.0 0.0 0.2170
H -0.307 1.835 2.461 0.0 0.0 0.0 0.2056
H -5.571 2.360 -0.910 0.0 0.0 0.0 0.2111
H -1.917 -2.671 -0.746 0.0 0.0 0.0 0.2220
H -3.014 -0.978 -2.105 0.0 0.0 0.0 0.2262
H 1.622 3.924 -0.787 0.0 0.0 0.0 0.2145
H -4.620 0.825 -2.454 0.0 0.0 0.0 0.2069
H 3.887 2.357 1.395 0.0 0.0 0.0 0.1923
H 3.552 2.722 -1.011 0.0 0.0 0.0 0.2134
H -5.783 1.707 1.409 0.0 0.0 0.0 0.2374
H 1.789 3.509 0.891 0.0 0.0 0.0 0.1886
H -0.005 2.277 -1.239 0.0 0.0 0.0 0.2250
H 1.847 0.709 3.437 0.0 0.0 0.0 0.2221
H -0.074 0.090 2.368 0.0 0.0 0.0 0.2376
H -0.508 3.100 0.231 0.0 0.0 0.0 0.2004
H 4.752 -2.855 -2.294 0.0 0.0 0.0 0.2339
```
Positions in Å, forces in eV/Å.

Values from the calculation:
- Frontier orbital gap: 9.33 eV
- Electronic energy: -56236.623 eV
- SMILES: CC[C@H](C(=O)N[C@H]1CCCCN(C(=O)c2sc(C)cc2Cl)CC1)N1CCCC1=O
- ΔE to the lowest compared entry with this formula, charge and spin: 1.3 kcal/mol
- Charge: 0